The following is a quantum chemistry calculation of a structure of composition C14H11ClNO3S2 in a non-equilibrium geometry, from the OMol25 dataset.

Structure (XYZ):
```
32
Properties=species:S:1:pos:R:3
C -0.13 -6.45 0.41
C -0.58 -5.05 0.21
C 0.09 -4.22 -0.69
C -0.31 -2.91 -0.87
C -1.39 -2.42 -0.17
S -1.94 -0.71 -0.45
N -1.05 0.05 0.68
C -1.27 1.30 0.74
O -1.48 2.44 0.81
O -1.48 -0.44 -1.85
O -3.39 -0.78 -0.08
C -2.06 -3.22 0.71
C -1.66 -4.53 0.90
H -0.75 -6.97 1.14
H -0.18 -7.03 -0.52
H 0.89 -6.49 0.77
H 0.92 -4.62 -1.24
H 0.18 -2.27 -1.58
H -2.92 -2.81 1.23
H -2.20 -5.16 1.59
Cl 1.28 6.39 -2.94
C 1.52 5.74 -1.37
C 1.48 6.58 -0.25
C 1.68 6.05 1.01
C 1.93 4.70 1.17
C 1.97 3.85 0.06
S 2.28 2.21 0.24
C 1.77 4.39 -1.21
H 1.29 7.63 -0.39
H 1.65 6.70 1.87
H 2.08 4.28 2.15
H 1.79 3.75 -2.08
```

Results
LUMO level = 0.08837 Ha
spin multiplicity = 1
net charge = -1

Mulliken atomic charge list, values in e, 6 entries: C -1.35; C 0.89; C -0.66; C -0.42; C 0.22; S 1.10

=====

The following is a quantum chemistry calculation of a cluster of 3 separate species, C14H11F16NO6S in total, from the OMol25 dataset.

Structure (XYZ):
```
49
Properties=species:S:1:pos:R:3
O -0.41 -0.46 -1.91
C 0.71 -0.24 -2.28
C 0.98 0.56 -3.55
O 1.61 -0.27 -4.54
C 2.94 -0.11 -4.74
O 3.40 0.33 -5.74
O 3.77 -0.64 -3.76
N 3.73 0.16 -2.57
C 4.26 1.28 -2.66
S 4.56 2.79 -2.73
H 1.57 -0.63 -1.72
H 0.02 0.89 -3.94
H 1.58 1.44 -3.33
C 2.75 3.04 3.22
C 3.30 3.85 2.03
C 2.31 4.27 0.95
F 1.77 3.20 0.33
F 2.96 4.99 0.00
F 4.35 3.20 1.48
F 3.78 5.02 2.56
O 2.93 1.63 3.18
C 2.03 0.81 2.56
C 2.69 0.04 1.41
F 3.22 0.90 0.51
F 1.76 -0.72 0.79
F 0.94 1.48 2.14
F 1.61 -0.11 3.45
H 3.33 3.36 4.08
H 1.71 3.31 3.43
H 1.51 4.89 1.37
H 3.49 -0.59 1.79
C -3.58 -3.53 1.40
C -4.60 -2.59 2.06
C -6.05 -2.69 1.59
F -6.17 -2.36 0.29
F -6.80 -1.82 2.32
F -4.17 -1.31 1.98
F -4.62 -2.93 3.38
O -2.76 -2.99 0.38
C -3.16 -3.00 -0.94
C -3.26 -1.58 -1.51
F -4.19 -0.88 -0.82
F -3.67 -1.66 -2.80
F -4.29 -3.70 -1.12
F -2.18 -3.63 -1.64
H -2.87 -3.77 2.20
H -4.03 -4.47 1.10
H -6.44 -3.70 1.75
H -2.30 -1.08 -1.45
```

Results
SMILES string = FC(F)C(F)(F)COC(F)(F)C(F)F.FC(F)C(F)(F)COC(F)(F)C(F)F.O=CCOC(=O)ON=C=S
LUMO level = -0.04737 Ha
spin multiplicity = 1

Mulliken atomic charge list, values in e, 6 entries: O -0.51; C 0.05; C -0.28; O -0.31; C 0.55; O -0.42

=====

The following is a quantum chemistry calculation of a structure of composition C14H11F3N4O7ReS3 in a non-equilibrium geometry, from the OMol25 dataset.

Structure (XYZ):
```
43
Properties=species:S:1:pos:R:3
Re 1.29 0.82 -1.45
S -0.06 -1.05 -1.49
C -0.41 -1.14 0.25
N -1.13 -2.10 0.78
N -1.61 -3.01 -0.01
C -2.40 -4.06 0.47
C -2.91 -4.97 -0.45
C -3.69 -6.03 -0.01
C -3.97 -6.18 1.34
C -3.45 -5.26 2.25
C -2.67 -4.20 1.83
N 0.07 -0.23 1.12
N 0.80 0.67 0.61
C 1.27 1.71 1.44
C 2.27 2.51 0.89
C 2.81 3.58 1.58
C 2.31 3.85 2.85
C 1.31 3.07 3.40
C 0.78 1.99 2.71
H -1.42 -2.97 -1.01
H -2.69 -4.85 -1.50
H -4.08 -6.73 -0.73
H -4.58 -7.00 1.68
H -3.67 -5.38 3.31
H -2.27 -3.49 2.53
H 3.17 2.75 -0.94
H 3.59 4.18 1.14
H 2.71 4.69 3.40
H 0.93 3.31 4.39
H -0.01 1.38 3.12
O 3.94 0.13 -4.25
S 3.15 0.71 -3.23
O 1.63 0.78 -3.49
O 3.03 -0.19 -1.95
O 3.50 2.06 -2.77
F 0.19 3.28 -4.00
C -0.02 4.30 -3.19
F -1.29 4.66 -3.24
F 0.74 5.33 -3.60
S 0.50 3.93 -1.41
O 0.13 2.41 -1.44
O -0.49 4.61 -0.59
O 2.70 2.12 -0.36
```

Results
relative energy (zero: lowest compared OMol25 entry of this formula, charge and spin) = 5.66 kcal per mole
LUMO level (spin up / spin down) = -0.07550 / -0.08571 Ha
spin multiplicity = 4
<S²> = 3.945

Mulliken atomic charge list, values in e, 6 entries: Re 1.64; S -0.40; C 0.27; N -0.48; N 0.41; C 0.63

=====

The following is a quantum chemistry calculation of a structure of composition C14H11MnN3O7 in a non-equilibrium geometry, from the OMol25 dataset.

Structure (XYZ):
```
36
Properties=species:S:1:pos:R:3
Mn 0.01 -0.16 0.00
O 0.03 5.75 0.00
C -0.02 4.40 0.00
C -1.23 3.69 0.00
C -1.20 2.32 0.00
N 0.00 1.65 0.00
C 1.18 2.34 0.00
C 1.21 3.70 0.00
C 2.31 1.33 0.00
O 3.49 1.62 0.00
O 1.81 0.12 -0.01
C -2.31 1.32 -0.01
O -3.49 1.60 0.00
O -1.80 0.10 -0.02
H -0.86 6.14 0.00
H -2.19 4.20 0.00
H 2.14 4.24 0.00
O -5.65 -4.09 -1.28
C -4.81 -4.97 -0.60
N -3.52 -4.32 -0.54
C -2.48 -4.93 0.06
O -2.58 -6.03 0.56
C -1.19 -4.18 0.04
C 0.01 -4.91 0.10
C 1.20 -4.19 0.09
C 1.17 -2.81 0.04
N 0.01 -2.09 0.02
C -1.14 -2.81 0.02
H -6.54 -4.46 -1.33
H -4.70 -5.93 -1.14
H -5.16 -5.18 0.42
H -3.47 -3.42 -0.99
H -0.01 -5.98 0.15
H 2.16 -4.69 0.13
H 2.09 -2.23 0.03
H -2.05 -2.22 0.03
```

Results
LUMO level (spin up / spin down) = -0.01436 / -0.01510 Ha
spin multiplicity = 2
<S²> = 0.755

Mulliken atomic charge list, values in e, 6 entries: Mn 1.11; O -0.52; C 1.09; C -0.31; C -0.14; N -0.40